# 1
C26H72InN3O18P5 as an isolated structure at a distorted geometry, computed with ωB97M-V/def2-TZVPD.

Calculated values
E_HOMO in eV: -3.0
Gap between HOMO and LUMO in eV: 4.9
Net charge: -1

Last column: Mulliken charge in e.
Atoms and positions in Å:
N: 4.627 2.133 -2.974  -0.54
C: 4.089 1.788 -4.291  0.93
N: 2.808 2.498 -4.455  -0.37
N: 5.052 2.208 -5.334  -0.80
C: 3.965 0.249 -4.376  -1.73
In: 1.899 -0.590 -4.532  0.59
P: 0.073 0.776 -3.384  -0.10
O: 0.648 1.395 -1.930  -0.45
O: -0.449 2.016 -4.390  -0.50
H: 4.589 3.144 -2.860  0.09
H: 5.604 1.866 -2.948  0.27
H: 2.569 3.085 -3.667  0.18
H: 2.772 3.016 -5.319  0.21
H: 5.157 3.221 -5.310  0.27
H: 4.692 1.978 -6.255  0.25
H: 4.528 -0.225 -3.570  0.39
H: 4.485 -0.044 -5.295  0.51
H: 1.867 -2.178 -3.735  -0.42
H: 1.426 -0.834 -6.226  -0.38
H: 1.607 1.528 -1.940  0.30
H: 0.197 2.132 -5.100  0.27
O: -2.074 -4.812 -3.253  -0.79
P: -1.629 -5.260 -1.925  1.61
O: -0.403 -4.341 -1.480  -0.45
C: -0.607 -2.932 -1.255  -0.15
C: -1.234 -2.671 0.102  -1.03
O: -0.844 -6.659 -2.215  -0.43
C: -1.055 -7.378 -3.427  -0.23
C: 0.077 -7.128 -4.400  -1.21
O: -2.091 -5.674 -0.453  -0.41
C: -3.127 -6.677 -0.302  -0.18
C: -2.517 -8.017 0.057  -1.19
H: -1.216 -2.507 -2.056  0.26
H: 0.371 -2.460 -1.308  0.20
H: -2.257 -3.052 0.148  0.21
H: -1.260 -1.598 0.299  0.41
H: -0.667 -3.169 0.890  0.27
H: -2.016 -7.121 -3.873  0.31
H: -1.092 -8.439 -3.162  0.32
H: 0.197 -6.062 -4.589  0.31
H: -0.109 -7.636 -5.349  0.37
H: 1.019 -7.493 -3.988  0.29
H: -3.737 -6.746 -1.205  0.27
H: -3.773 -6.332 0.505  0.36
H: -2.140 -8.529 -0.826  0.18
H: -3.266 -8.661 0.522  0.41
H: -1.679 -7.885 0.741  0.31
O: 7.845 6.301 1.499  -0.76
P: 6.522 6.659 0.975  0.98
O: 6.279 6.064 -0.477  -0.31
C: 6.261 4.632 -0.651  -0.27
C: 4.947 4.022 -0.204  -1.13
O: 6.630 8.242 0.605  -0.34
C: 7.697 9.047 1.096  -0.28
C: 8.752 9.251 0.030  -1.18
O: 5.024 6.718 1.474  -0.25
C: 4.697 7.337 2.741  -0.26
C: 4.144 8.731 2.530  -1.03
H: 7.099 4.186 -0.111  0.28
H: 6.424 4.457 -1.714  0.31
H: 4.827 4.119 0.877  0.42
H: 4.905 2.964 -0.458  0.41
H: 4.104 4.530 -0.672  0.26
H: 8.132 8.612 1.996  0.38
H: 7.262 10.010 1.377  0.32
H: 9.119 8.293 -0.339  0.29
H: 9.595 9.824 0.423  0.37
H: 8.332 9.789 -0.821  0.29
H: 5.568 7.351 3.400  0.29
H: 3.942 6.702 3.202  0.38
H: 4.941 9.458 2.382  0.17
H: 3.569 9.044 3.403  0.40
H: 3.507 8.760 1.647  0.29
O: -6.346 -6.887 -1.837  -0.40
P: -7.726 -6.593 -2.238  0.73
O: -8.070 -7.242 -3.652  -0.35
C: -8.029 -8.665 -3.810  -0.28
C: -9.273 -9.338 -3.262  -0.96
O: -7.744 -5.030 -2.651  -0.31
C: -6.670 -4.155 -2.282  -0.20
C: -5.731 -3.919 -3.441  -1.19
O: -9.175 -6.602 -1.590  -0.31
C: -9.376 -5.933 -0.321  -0.27
C: -10.029 -4.583 -0.530  -0.94
H: -7.128 -9.063 -3.335  0.24
H: -7.946 -8.847 -4.880  0.31
H: -9.327 -9.244 -2.176  0.25
H: -9.270 -10.400 -3.511  0.41
H: -10.170 -8.877 -3.674  0.24
H: -6.132 -4.549 -1.419  0.30
H: -7.125 -3.210 -1.975  0.30
H: -5.344 -4.858 -3.835  0.25
H: -4.889 -3.300 -3.129  0.39
H: -6.249 -3.415 -4.260  0.34
H: -8.431 -5.840 0.218  0.27
H: -10.028 -6.578 0.266  0.37
H: -9.299 -3.830 -0.820  0.15
H: -10.505 -4.247 0.392  0.38
H: -10.775 -4.638 -1.323  0.28
O: 1.981 4.639 4.963  -0.57
P: 1.316 4.101 6.154  0.91
O: 2.320 4.012 7.393  -0.34
C: 2.897 5.210 7.926  -0.26
C: 1.935 5.956 8.831  -0.97
O: 1.153 2.515 5.882  -0.34
C: 1.299 1.963 4.567  -0.24
C: 2.661 1.331 4.395  -1.19
O: -0.051 4.284 6.931  -0.30
C: -1.291 4.231 6.180  -0.29
C: -1.957 2.881 6.348  -0.95
H: 3.240 5.850 7.108  0.24
H: 3.774 4.897 8.491  0.30
H: 1.092 6.356 8.265  0.25
H: 2.442 6.789 9.320  0.40
H: 1.530 5.289 9.591  0.25
H: 1.120 2.720 3.804  0.35
H: 0.521 1.204 4.459  0.30
H: 3.452 2.051 4.607  0.28
H: 2.787 0.958 3.378  0.38
H: 2.784 0.498 5.089  0.30
H: -1.113 4.459 5.126  0.31
H: -1.928 5.017 6.584  0.36
H: -1.517 2.137 5.688  0.15
H: -3.018 2.952 6.109  0.39
H: -1.839 2.523 7.370  0.28



# 2
One molecule with the formula C3H5OPS at a distorted geometry, computed with ωB97M-V/def2-TZVPD.

Calculated values
E_HOMO (alpha / beta) in eV: -7.6 / -7.6
Gap between HOMO and LUMO (alpha / beta) in eV: 6.9 / 7.6
Relative energy (zero: lowest compared OMol25 entry of this formula, charge and spin) in kcal/mol: 45.3

Last column: Mulliken charge in e.
Atoms and positions in Å:
C: 0.336 1.434 -0.219  0.05
C: 0.855 0.137 -0.520  -0.27
C: 0.231 -1.009 0.210  -0.74
O: 0.719 2.518 -0.268  -0.30
P: -2.486 0.539 0.356  -0.03
S: -1.568 -1.176 -0.328  -0.13
H: 0.650 0.073 -1.546  0.30
H: 1.915 0.129 -0.428  0.39
H: 0.730 -1.841 -0.240  0.33
H: 0.345 -0.991 1.323  0.35
H: -1.728 0.187 1.660  0.05



# 3
One molecule with the formula C5H7N, computed with ωB97M-V/def2-TZVPD.

Calculated values
E_HOMO in eV: -9.7
Gap between HOMO and LUMO in eV: 9.6
Relative energy (zero: lowest compared OMol25 entry of this formula, charge and spin) in kcal/mol: 126.0

Last column: Mulliken charge in e.
Atoms and positions in Å:
C: -1.392 -0.624 1.335  -0.15
C: -1.852 -1.807 1.588  -0.43
C: -0.054 -0.855 0.568  -0.40
N: 0.449 0.474 0.305  -0.33
C: -0.042 1.079 -0.918  -0.41
C: 1.357 0.584 -0.811  -0.35
H: -1.715 0.402 1.534  0.36
H: 0.691 -1.390 1.173  0.42
H: -0.228 -1.430 -0.364  0.32
H: -0.272 2.139 -0.865  0.24
H: -0.724 0.489 -1.534  0.25
H: 2.186 1.268 -0.657  0.23
H: 1.597 -0.330 -1.354  0.24



# 4
A 7-piece molecular cluster, C48H42INO16 overall at a distorted geometry, computed with ωB97M-V/def2-TZVPD.

Calculated values
Multiplicity: 2
E_HOMO (alpha / beta) in eV: -4.8 / -4.8
Gap between HOMO and LUMO (alpha / beta) in eV: 4.3 / 4.3
Net charge: -1

Last column: Mulliken charge in e.
Atoms and positions in Å:
C: -0.763 -3.029 1.418  -1.72
C: -1.472 -1.773 2.053  1.87
C: -1.290 -1.987 3.608  -1.35
C: -0.738 -0.425 1.735  -1.98
C: -1.053 0.103 0.277  2.49
C: 0.281 0.163 -0.574  -0.72
C: 0.948 -1.202 -0.821  0.03
O: 0.661 -1.987 -1.635  -0.46
I: 2.681 -1.738 0.449  -0.12
C: -1.476 1.623 0.412  0.06
O: -0.792 2.346 1.155  -0.78
O: -2.441 2.093 -0.247  -0.75
C: -2.147 -0.744 -0.449  -2.55
C: -3.307 -1.304 0.444  1.54
C: -3.904 -2.590 -0.294  -1.47
C: -4.473 -0.252 0.412  -1.38
N: -2.927 -1.738 1.817  0.71
O: -3.559 -0.998 2.679  -0.66
H: -1.255 -3.932 1.832  0.50
H: 0.272 -3.012 1.809  0.14
H: -0.794 -2.996 0.313  0.32
H: -1.570 -1.096 4.196  0.35
H: -1.824 -2.914 3.898  0.47
H: -0.196 -2.177 3.789  0.07
H: 0.357 -0.494 1.909  0.13
H: -1.099 0.295 2.501  0.63
H: 0.147 0.750 -1.504  -0.17
H: 0.999 0.748 0.044  0.70
H: -1.723 -1.603 -1.019  0.62
H: -2.606 -0.090 -1.225  0.61
H: -3.636 -2.616 -1.367  0.24
H: -3.562 -3.470 0.285  0.33
H: -5.011 -2.526 -0.219  0.28
H: -4.753 -0.139 -0.660  0.37
H: -4.199 0.713 0.869  0.29
H: -5.372 -0.665 0.917  0.39
C: 1.238 1.746 -6.692  -0.37
C: 1.823 1.630 -5.504  -0.34
C: 1.073 1.873 -4.253  0.53
O: 1.607 1.773 -3.166  -0.53
C: -0.356 2.249 -4.371  -0.34
C: -0.941 2.364 -5.562  -0.55
C: -0.188 2.122 -6.815  0.33
O: -0.721 2.229 -7.903  -0.61
H: 1.774 1.575 -7.617  0.39
H: 2.865 1.357 -5.396  0.44
H: -0.890 2.422 -3.442  0.59
H: -1.983 2.639 -5.669  0.47
C: 3.998 -2.508 6.493  -0.40
C: 3.204 -2.880 5.492  -0.35
C: 1.754 -3.097 5.702  0.47
O: 1.029 -3.439 4.791  -0.59
C: 1.220 -2.882 7.068  -0.37
C: 2.015 -2.510 8.069  -0.41
C: 3.466 -2.294 7.859  0.40
O: 4.191 -1.954 8.773  -0.59
H: 5.059 -2.347 6.359  0.38
H: 3.575 -3.041 4.488  0.54
H: 0.158 -3.044 7.201  0.45
H: 1.643 -2.349 9.073  0.41
C: 1.211 6.144 -7.747  -0.31
C: 0.661 7.340 -7.937  -0.41
C: 0.406 8.259 -6.801  0.33
O: -0.097 9.350 -6.976  -0.56
C: 0.786 7.793 -5.447  -0.41
C: 1.335 6.595 -5.257  -0.21
C: 1.591 5.681 -6.392  0.39
O: 2.097 4.590 -6.215  -0.49
H: 1.406 5.459 -8.563  0.43
H: 0.378 7.697 -8.919  0.40
H: 0.592 8.476 -4.629  0.46
H: 1.618 6.238 -4.274  0.39
C: 4.397 3.549 -1.951  -0.32
C: 3.505 4.516 -2.153  -0.13
C: 3.884 5.946 -2.054  0.35
O: 3.069 6.828 -2.237  -0.56
C: 5.294 6.258 -1.723  -0.44
C: 6.187 5.292 -1.521  -0.40
C: 5.807 3.861 -1.620  0.20
O: 6.623 2.982 -1.438  -0.56
H: 4.136 2.500 -2.019  0.58
H: 2.471 4.305 -2.396  0.47
H: 5.553 7.308 -1.655  0.40
H: 7.221 5.501 -1.277  0.40
C: -8.654 -0.503 -0.047  -0.30
C: -9.207 0.481 -0.754  -0.39
C: -9.091 0.525 -2.230  0.38
O: -9.594 1.422 -2.876  -0.57
C: -8.339 -0.568 -2.890  -0.41
C: -7.786 -1.551 -2.183  -0.28
C: -7.902 -1.596 -0.707  0.52
O: -7.401 -2.492 -0.063  -0.59
H: -8.727 -0.551 1.032  0.42
H: -9.760 1.287 -0.289  0.40
H: -8.265 -0.519 -3.969  0.41
H: -7.232 -2.357 -2.648  0.42
C: 4.794 -6.924 4.917  -0.35
C: 4.330 -8.160 5.090  -0.35
C: 4.220 -8.759 6.441  0.35
O: 3.800 -9.886 6.599  -0.55
C: 4.645 -7.928 7.593  -0.35
C: 5.109 -6.692 7.420  -0.36
C: 5.218 -6.094 6.069  0.48
O: 5.639 -4.967 5.912  -0.54
H: 4.881 -6.471 3.938  0.44
H: 4.014 -8.780 4.260  0.41
H: 4.557 -8.381 8.572  0.41
H: 5.424 -6.071 8.250  0.44



# 5
C23H53F7NbO14S4 as an isolated structure at a distorted geometry, computed with ωB97M-V/def2-TZVPD.

Calculated values
E_HOMO in eV: -5.2
Gap between HOMO and LUMO in eV: 6.8
Net charge: -1

Last column: Mulliken charge in e.
Atoms and positions in Å:
C: -0.436 2.363 -5.387  -1.41
C: -1.427 1.606 -4.497  0.49
C: -1.607 0.137 -4.973  -0.31
C: -0.756 -0.733 -4.056  -0.03
O: -0.891 -2.134 -4.288  -0.67
Nb: -2.183 -3.161 -3.130  -0.76
C: -0.498 -4.477 -2.333  -0.96
O: -0.526 -4.742 -0.925  0.00
C: 0.453 -5.662 -0.505  -0.93
C: 0.603 -5.531 1.005  0.18
C: -0.640 -6.107 1.720  -1.12
C: -3.773 -4.361 -1.931  0.44
F: -3.274 -5.500 -1.327  -0.28
F: -4.722 -4.828 -2.839  -0.31
C: -4.643 -3.607 -0.891  0.77
F: -5.156 -2.493 -1.496  -0.28
F: -5.708 -4.368 -0.504  -0.34
C: -3.903 -3.111 0.406  0.51
F: -2.799 -3.803 0.685  -0.13
F: -4.758 -3.231 1.473  -0.31
F: -3.598 -1.806 0.294  -0.23
H: -0.884 2.567 -6.362  0.32
H: -0.129 3.309 -4.939  0.30
H: 0.441 1.736 -5.560  0.40
H: -1.026 1.603 -3.478  -0.30
H: -2.387 2.121 -4.475  0.25
H: -1.199 0.067 -5.983  0.27
H: -2.647 -0.181 -4.962  0.23
H: -0.935 -0.470 -3.012  -0.09
H: 0.292 -0.477 -4.272  0.25
H: -2.065 -1.969 -1.730  0.24
H: -3.613 -2.250 -3.841  -0.02
H: -2.398 -4.405 -4.477  0.02
H: 0.422 -3.904 -2.547  0.53
H: -0.400 -5.412 -2.904  0.36
H: 1.400 -5.442 -1.021  0.43
H: 0.171 -6.691 -0.777  0.30
H: 0.628 -4.461 1.218  0.18
H: 1.507 -6.033 1.348  0.09
H: -0.467 -7.140 2.029  0.33
H: -1.494 -6.119 1.043  0.27
H: -0.894 -5.502 2.589  0.27
O: 1.305 2.665 0.137  -0.70
S: 0.232 3.378 0.760  1.14
O: 0.083 3.333 2.185  -0.62
O: -1.133 2.976 0.070  -0.05
C: -1.453 1.570 -0.100  -0.25
C: -1.980 0.923 1.164  -1.02
C: 0.253 5.057 0.234  -0.67
H: -0.580 1.042 -0.485  0.39
H: -2.213 1.551 -0.879  0.24
H: -1.202 0.848 1.923  0.32
H: -2.341 -0.077 0.945  0.16
H: -2.798 1.510 1.586  0.33
H: 0.313 5.084 -0.852  0.17
H: 1.131 5.522 0.681  0.36
H: -0.652 5.544 0.587  0.26
O: 2.368 -6.669 3.843  -0.62
S: 3.726 -6.224 3.855  1.24
O: 4.718 -6.908 3.085  -0.64
O: 4.217 -6.137 5.371  -0.28
C: 4.014 -7.299 6.197  -0.33
C: 5.052 -8.374 5.946  -0.98
C: 3.792 -4.505 3.491  -0.94
H: 3.001 -7.678 6.050  0.33
H: 4.084 -6.933 7.220  0.28
H: 4.940 -8.809 4.953  0.29
H: 4.948 -9.170 6.684  0.39
H: 6.058 -7.958 6.013  0.26
H: 3.071 -3.987 4.118  0.30
H: 3.532 -4.393 2.441  0.36
H: 4.802 -4.147 3.674  0.37
O: 6.034 5.003 3.315  -0.64
S: 4.980 5.759 3.920  1.18
O: 4.854 5.793 5.344  -0.62
O: 3.597 5.335 3.272  -0.20
C: 3.273 3.920 3.219  0.27
C: 2.776 3.395 4.547  -1.10
C: 5.013 7.410 3.309  -0.93
H: 4.138 3.361 2.862  0.36
H: 2.489 3.840 2.473  -0.35
H: 3.568 3.386 5.296  0.40
H: 2.407 2.377 4.420  0.37
H: 1.964 4.016 4.924  0.26
H: 5.064 7.380 2.224  0.31
H: 5.900 7.886 3.721  0.37
H: 4.117 7.924 3.647  0.31
O: -1.241 5.722 -2.629  -0.63
S: -2.585 5.394 -3.004  1.26
O: -2.845 4.681 -4.212  -0.61
O: -3.447 6.736 -3.000  -0.32
C: -2.934 7.854 -3.751  -0.35
C: -3.190 7.717 -5.238  -0.98
C: -3.394 4.590 -1.666  -0.46
H: -1.871 7.978 -3.537  0.31
H: -3.454 8.723 -3.352  0.30
H: -2.610 6.901 -5.667  0.28
H: -2.915 8.640 -5.749  0.39
H: -4.244 7.509 -5.427  0.26
H: -3.237 5.168 -0.760  0.33
H: -2.942 3.605 -1.572  -0.25
H: -4.451 4.501 -1.900  0.46